Formula: C6H13NO
Source: OMol25
Level of theory: ωB97M-V/def2-TZVPD

```
21
Properties=species:S:1:pos:R:3:lowdin_charge:R:1
H -2.44092 -0.73751 1.60659 0.0723
H -0.97297 2.14481 -0.96243 0.0838
H 1.73725 -1.73880 -0.62774 0.0772
H 3.25043 -0.79321 -0.77364 0.0594
C 0.27013 -0.82822 1.65548 0.0044
N -0.07463 0.19304 -0.62968 -0.1653
H 1.47532 0.45980 -1.87460 0.0931
C 2.26719 -0.83595 -0.29919 -0.1264
H 0.02481 -1.86362 1.87421 0.0395
C 1.39844 0.32065 -0.79609 -0.2621
C -0.63240 -0.07419 0.70703 -0.3863
H -1.71622 0.73186 -1.72988 0.0678
H 2.34586 -0.81625 0.77488 0.0329
H 1.74059 1.19588 -0.19654 0.1133
H -0.23070 1.42775 -2.33252 0.0538
H -2.44009 -1.00036 -0.12385 0.0790
C -2.19532 -0.23688 0.65287 -0.5100
H 0.67521 -0.24334 2.46964 0.0405
C -0.77685 1.17197 -1.43729 -0.1262
O -2.85748 0.93935 0.46068 -0.3559
H -0.84766 0.58322 1.58205 0.1152
```

2S+1   2
Kohn-Sham gap (alpha / beta)   6.25 / 6.07 eV
Net charge   -1
E_HOMO (alpha / beta)   -2.39 / -2.35 eV
LUMO level (alpha / beta)   3.858 / 3.721 eV

Formula: C6H13NO
Source: OMol25
Level of theory: ωB97M-V/def2-TZVPD

```
21
Properties=species:S:1:pos:R:3:lowdin_charge:R:1
H 0.81993 -0.66703 3.63390 -0.0319
C 0.05527 0.07521 -1.90495 -0.3106
C 0.22805 1.49572 0.93265 -0.1681
H -2.39330 -2.13808 0.64000 -0.0110
H -0.25809 -0.36595 2.60422 0.0359
H 1.66059 1.31245 -1.39526 0.0460
H 0.11237 2.56574 1.21945 0.0127
H -2.60254 -0.83042 1.64879 0.0131
C 0.04785 -0.86218 -0.70825 -0.1982
O -0.00077 -0.25998 3.58171 -0.0880
H 1.10885 1.12071 1.05021 -0.0594
C -2.03770 -1.15095 0.79810 -0.0432
C -0.98302 -0.45383 0.30599 -0.5189
C 1.44632 0.53255 -2.14045 -0.1902
N -0.99371 0.87791 0.63659 -0.0854
H 1.05458 -0.96215 -0.23645 0.1013
H 1.54828 1.12567 -3.04535 0.0517
H 2.29867 -0.23836 -1.90250 0.0989
H -0.37623 -0.37754 -2.83558 0.1005
H -0.51120 1.08424 -1.77163 0.1317
H -0.22422 -1.88374 -1.11121 0.1133
```

2S+1   2
Kohn-Sham gap (alpha / beta)   4.45 / 7.10 eV
Net charge   -1
E_HOMO (alpha / beta)   -0.44 / -3.16 eV
LUMO level (alpha / beta)   4.009 / 3.939 eV

Formula: C6H13NO
Source: OMol25
Level of theory: ωB97M-V/def2-TZVPD

```
21
Properties=species:S:1:pos:R:3:lowdin_charge:R:1
H 1.95992 2.55337 -0.00969 0.1547
H -2.12540 -1.96353 1.56706 0.0702
O 0.25544 2.65828 1.02711 0.0323
H 1.93105 -0.53230 0.80168 0.0788
H -1.92494 0.64577 0.29509 0.0738
C 0.87492 2.11039 0.10533 -0.2008
C 1.35241 0.54341 -1.68463 -0.0732
H 0.70454 -1.38870 1.84734 0.0938
H 2.32748 0.74746 -1.32440 0.0426
H -3.24633 -1.17702 0.18537 0.0762
H 1.08300 -1.87537 0.12056 0.0652
H -1.28393 -0.03430 1.79396 0.1139
H 1.30839 -0.52694 -1.92322 0.0859
H -1.78880 -1.98980 -0.35742 0.0910
C 0.34075 0.95600 -0.59399 -0.4022
N -0.02073 -0.26653 0.04506 -0.1957
C -1.36764 -0.13376 0.67572 -0.2513
C -2.21160 -1.44987 0.57608 -0.0977
C 0.99116 -1.07982 0.82515 -0.0243
H 1.38451 1.04012 -2.67245 0.0861
H -0.54420 1.16314 -1.29973 0.1805
```

Kohn-Sham gap   9.00 eV
E_HOMO   -8.37 eV
LUMO level   0.625 eV

Formula: C6H13NO
Source: OMol25
Level of theory: ωB97M-V/def2-TZVPD

```
21
Properties=species:S:1:pos:R:3:lowdin_charge:R:1
C 0.48898 2.89879 0.99090 -0.2546
H -1.19043 -3.04302 -0.26408 0.0654
H -0.43352 1.22225 1.90156 0.1206
H -0.30115 -0.93233 -1.84741 0.0983
C -1.06105 -0.99737 -1.06675 -0.2403
C -0.34453 -0.60703 0.23830 -0.2309
N 0.45353 0.61742 0.10113 -0.2158
H -2.71711 -2.31285 -0.58463 0.0732
H 0.28007 -1.45987 0.51862 0.1077
H 1.82883 0.34199 -1.43963 0.0829
C -1.69352 -2.38114 -0.97099 -0.1147
H -0.13379 3.17026 0.10886 0.1254
C 0.47496 1.41335 1.33276 -0.1675
H -1.10767 -0.48640 1.01100 0.1148
H -1.82473 -0.26084 -1.31765 0.1055
H 2.48977 1.08438 -0.01412 0.0834
C 1.81014 0.30182 -0.34804 -0.0835
H 1.38484 1.26342 1.92325 0.1240
H -1.67576 -2.89856 -1.92782 0.0671
O 1.07551 3.72015 1.63744 0.0525
H 2.19662 -0.65442 0.01731 0.0864
```

Kohn-Sham gap   9.98 eV
E_HOMO   -8.99 eV
LUMO level   0.987 eV

Formula: C6H13NO
Source: OMol25
Level of theory: ωB97M-V/def2-TZVPD

```
21
Properties=species:S:1:pos:R:3:lowdin_charge:R:1
C 1.17249 0.48752 -0.80177 0.0301
H 1.89381 -1.56038 0.71688 0.0797
C -1.01168 1.72346 0.00365 -0.0684
H -0.68464 2.71503 0.33666 0.0841
C 0.26597 -0.57738 -0.35582 -0.4535
H 0.39438 1.67808 2.29133 0.0780
C 0.91484 -1.78699 0.28256 -0.0403
H 0.28526 -2.18336 1.08345 0.0835
H 0.94203 1.08602 -1.67270 0.0886
H 2.23619 0.37524 -0.62858 0.0936
H -1.13980 1.76406 -1.08021 0.0718
C -0.01263 0.67749 0.42589 -0.3862
N -1.11233 -0.97732 -1.04121 -0.0215
H -1.45860 -1.91095 -0.79604 0.1055
H -0.60776 0.22856 2.42890 0.0888
O -0.93808 -1.03877 -2.47362 -0.1075
C 0.24987 0.66554 1.90556 -0.0556
H 1.07692 -2.55682 -0.47763 0.0887
H -1.61193 -0.40760 -2.78600 0.0852
H 1.13118 0.08142 2.18055 0.0736
H -1.98549 1.51719 0.45818 0.0819
```

Kohn-Sham gap   9.55 eV
E_HOMO   -8.60 eV
LUMO level   0.951 eV

Formula: C6H13NO
Source: OMol25
Level of theory: ωB97M-V/def2-TZVPD

```
21
Properties=species:S:1:pos:R:3:lowdin_charge:R:1
H -0.74960 1.95117 1.61109 0.0219
C -1.04340 -0.05552 0.85824 -0.3253
H -1.65734 -0.93076 1.06151 0.1129
H 1.34654 1.36809 -1.80037 0.0882
O 0.65356 -1.79096 1.32810 -0.0308
H -2.38317 -0.34657 -0.99315 0.0314
H 2.00839 -0.93858 -1.88478 0.1170
H 0.25410 1.84585 -0.46231 0.0744
C 0.42478 -0.41056 1.03443 -0.3468
H 1.99412 1.76258 -0.19481 0.1001
H -0.97825 0.36998 -1.77889 0.0244
H 1.55800 -2.03730 -0.62642 0.1117
H -2.48040 1.53416 1.12449 0.0254
C -1.29873 -0.39083 -1.06764 -0.0409
N 1.68303 -1.08658 -0.94362 0.1776
C 1.01262 -0.12142 -0.30392 -0.3246
H -0.99437 -1.39224 -1.38344 0.0270
C 1.16115 1.28762 -0.72614 -0.0344
H 0.07147 -2.04324 2.05217 0.1023
C -1.46033 1.20802 1.27583 -0.0651
H 0.87785 0.21710 1.81961 0.1534
```

Kohn-Sham gap (alpha / beta)   6.73 / 5.99 eV
E_HOMO (alpha / beta)   -6.04 / -5.56 eV
LUMO level (alpha / beta)   0.692 / 0.429 eV